[1]
A molecular structure, C20H33HfN3O7S3Si2 in a non-equilibrium geometry. Source: the OMol25 dataset; level of theory: wB97M-V/def2-TZVPD.

```
69
Properties=species:S:1:pos:R:3:forces:R:3:mulliken_charge:R:1
Hf -0.096 -0.788 0.219 -0.468 1.384 1.467 -0.896
S 0.676 -3.418 0.134 0.220 -0.221 -0.194 -0.351
S -1.179 -3.007 0.686 -0.916 -2.408 0.436 0.956
S 0.061 0.883 2.718 -0.388 0.514 0.657 0.669
Si -0.265 -0.565 -3.009 0.404 0.043 -1.328 0.377
Si -0.224 2.308 -1.218 -0.408 1.161 -0.349 0.543
O 5.887 -1.062 1.035 0.163 0.176 -0.314 -0.544
O -1.619 -2.203 -0.490 -0.546 -0.155 -0.407 -0.471
O -1.037 -1.914 1.730 -0.650 -0.505 0.851 -0.478
O 3.869 0.152 -0.216 -0.400 -0.017 -0.108 -0.883
O 6.014 -2.461 2.756 -0.017 -0.012 -0.070 -0.623
O -2.007 -4.098 1.084 0.089 0.300 -0.020 -0.688
O 1.640 0.073 -0.088 1.489 0.465 -0.465 0.548
N 3.273 -2.486 3.123 0.198 0.128 -0.277 0.012
N 1.659 -1.466 2.049 0.520 0.111 -0.160 0.476
N -2.357 0.223 0.243 0.366 -0.063 -0.843 0.682
C 0.977 -2.846 4.016 -0.043 -0.079 -0.011 -1.342
C 2.830 -0.251 0.293 1.385 -0.038 0.326 1.210
C -3.233 0.353 -1.982 0.009 -0.141 0.077 -1.034
C -3.601 0.047 0.679 -0.260 -0.181 0.361 -0.289
C -4.516 0.168 -1.514 0.167 -0.028 0.074 -0.805
C -4.711 0.007 -0.146 0.222 0.054 0.018 -1.152
C -1.272 -2.142 -3.430 0.191 0.482 0.710 -1.103
C 0.521 2.629 3.038 -0.104 -0.532 -0.495 -1.145
C 1.489 2.846 -0.567 -0.515 -0.538 -0.217 -0.862
C -0.746 0.479 -1.479 0.268 -0.039 -0.511 2.917
C 1.941 -2.271 3.053 -0.302 0.203 -0.009 0.062
C 1.543 -1.140 -2.770 -0.530 0.213 0.012 -1.073
C -1.513 3.098 -0.023 0.452 -0.459 -0.343 -0.484
C -0.440 3.304 -2.841 0.135 -0.520 0.556 -1.390
C 3.881 -1.786 2.120 -0.211 0.390 -0.478 -0.065
C -0.369 0.360 -4.684 0.180 -0.131 0.742 -1.241
C 5.360 -1.802 1.984 -0.162 -0.061 0.256 0.474
C -2.155 0.355 -1.092 -0.711 0.592 0.074 -1.194
C 2.852 -1.153 1.457 0.256 -0.299 0.515 -0.505
C -1.610 0.864 3.440 0.476 -0.024 -0.299 -1.099
H 5.220 -0.559 0.486 -0.081 -0.206 0.285 0.442
H -1.357 3.035 -3.353 -0.233 -0.106 -0.134 0.330
H 1.903 -1.626 -3.672 -0.093 -0.175 -0.209 0.580
H -0.805 -2.650 -4.271 0.214 0.128 -0.159 0.472
H -1.390 0.592 -4.963 -0.307 0.064 0.021 0.351
H 1.291 -2.619 5.035 -0.080 -0.010 0.033 0.432
H -1.561 1.145 4.489 0.050 -0.028 0.033 0.604
H -3.711 -0.094 1.748 -0.042 -0.031 0.008 0.286
H 1.629 -1.868 -1.958 0.075 -0.023 -0.082 0.133
H -1.941 -0.165 3.337 -0.157 -0.032 0.056 0.152
H 2.220 -0.318 -2.561 0.066 0.179 0.097 0.277
H -5.345 0.140 -2.209 -0.067 0.016 0.042 0.482
H 1.541 3.931 -0.548 -0.190 0.225 -0.066 0.485
H -2.477 3.211 -0.512 -0.205 -0.059 -0.142 0.300
H 2.286 2.491 -1.207 0.233 -0.136 -0.188 0.334
H 0.404 2.850 4.095 -0.050 -0.133 0.055 0.462
H -0.008 -2.431 3.820 0.053 -0.064 0.069 0.099
H -1.669 2.476 0.852 -0.012 -0.001 0.192 -0.399
H 3.785 -3.077 3.761 -0.032 0.042 0.062 0.239
H -1.203 4.087 0.301 0.217 0.182 -0.029 0.485
H -0.480 4.368 -2.631 0.006 0.233 0.178 0.375
H -5.693 -0.162 0.269 -0.010 0.037 0.055 0.452
H 1.703 2.478 0.428 -0.003 -0.030 0.204 -0.034
H -3.027 0.473 -3.034 -0.035 0.041 -0.136 0.519
H 0.029 -0.289 -5.456 0.117 -0.275 -0.172 0.395
H -2.270 1.535 2.899 -0.091 0.043 -0.067 0.293
H 0.935 -3.929 3.899 -0.082 -0.047 0.021 0.342
H 0.386 3.143 -3.524 0.186 -0.064 -0.162 0.336
H -0.074 3.303 2.432 -0.060 0.091 -0.043 0.236
H -2.297 -1.921 -3.710 -0.219 0.118 -0.062 0.340
H 1.567 2.715 2.765 0.090 0.093 -0.006 0.348
H 0.198 1.279 -4.713 0.176 0.293 0.018 0.376
H -1.309 -2.836 -2.599 0.008 -0.128 -0.005 0.267
```
Forces are in eV/Å.

Results
**DFT total energy**: -89653.3993 eV
**E_LUMO**: -0.1 eV
**Multiplicity**: 1
**HOMO level**: -8.74 eV
**Relative energy (zero: lowest compared OMol25 entry of this formula, charge and spin)**: 133.8 kJ/mol



[2]
6 unconnected molecules or ions with the total composition C20H28O16S4 in a non-equilibrium geometry. Source: the OMol25 dataset; level of theory: wB97M-V/def2-TZVPD.

```
68
Properties=species:S:1:pos:R:3:forces:R:3:mulliken_charge:R:1
S -9.535 4.649 -12.059 -0.897 -0.229 1.010 1.070
S -16.446 12.640 -14.125 0.449 -0.144 -1.125 1.250
S -13.581 5.673 -6.927 -0.038 -0.528 0.946 1.109
S -18.451 7.539 -12.211 0.487 -0.376 1.415 1.041
O -14.524 5.019 -6.057 0.781 1.134 -1.067 -0.567
O -16.396 14.082 -13.393 0.241 -0.950 -0.704 -0.340
O -10.498 5.252 -10.886 -0.107 0.072 -1.117 -0.262
O -8.593 3.872 -10.989 0.448 -0.232 -1.791 -0.326
O -13.799 7.271 -7.003 -0.373 -0.815 -0.121 -0.368
O -18.496 9.105 -11.833 -0.136 -0.164 -1.817 -0.192
O -13.973 5.349 -8.446 -1.181 0.476 1.006 -0.333
O -15.200 11.933 -14.002 -1.383 0.871 0.121 -0.528
O -10.255 3.710 -12.860 0.593 0.261 0.773 -0.550
O -17.694 12.000 -13.850 0.634 0.296 0.399 -0.560
O -18.670 7.298 -13.608 -0.288 0.608 1.479 -0.542
O -17.293 6.949 -11.586 -0.860 0.542 -0.687 -0.438
O -12.181 5.441 -6.679 -0.771 0.144 -0.646 -0.535
O -19.713 7.156 -11.258 0.815 -0.299 -0.689 -0.340
O -16.533 13.233 -15.636 0.447 -0.635 0.500 -0.317
O -8.890 5.733 -12.721 0.107 -0.292 0.646 -0.540
C -13.719 6.509 -9.252 2.652 -0.698 -1.719 1.062
C -14.738 8.750 -12.525 0.332 -0.278 0.689 0.384
C -16.408 8.339 -15.996 0.729 -0.244 -0.611 0.056
C -16.276 7.295 -18.169 -0.954 0.437 -0.280 -0.473
C -17.334 9.245 -16.487 -0.511 -0.142 1.259 -0.208
C -17.322 8.124 -18.606 0.501 -0.187 0.682 -0.336
C -15.870 7.373 -16.845 -0.014 -0.031 0.166 -0.505
C -13.607 7.748 -8.361 -0.133 -0.273 0.373 -0.065
C -8.749 4.291 -9.659 -1.689 1.165 0.565 -0.363
C -17.099 14.541 -15.617 0.018 -0.085 -0.116 -0.270
C -10.242 4.721 -9.604 0.842 -0.521 1.100 -0.243
C -12.056 8.119 -12.055 0.470 -0.424 -1.087 -0.007
C -20.256 8.266 -10.536 -1.174 -0.346 -0.678 -0.392
C -12.912 7.154 -12.568 -1.025 0.276 0.322 -0.751
C -16.467 15.145 -14.375 -0.731 1.194 1.318 -0.342
C -14.282 7.451 -12.733 0.753 -0.229 0.071 -0.243
C -19.295 9.419 -10.694 1.549 -0.309 0.791 -0.260
C -12.519 9.400 -11.832 0.088 0.161 1.123 -0.768
C -13.850 9.698 -12.026 -0.518 0.378 -0.741 -0.696
C -17.896 9.048 -17.724 0.257 -0.346 -1.480 -0.659
H -12.647 8.257 -8.399 0.078 -0.147 -0.220 0.257
H -8.569 3.458 -8.989 0.308 0.003 -0.087 0.325
H -10.414 5.491 -8.854 0.063 0.169 -0.168 0.286
H -16.844 15.024 -16.558 0.316 0.070 0.162 0.280
H -12.556 6.151 -12.763 0.026 -0.014 -0.025 0.405
H -11.887 10.132 -11.341 0.157 0.072 -0.376 0.412
H -18.189 14.458 -15.602 0.041 0.101 0.439 0.270
H -15.507 15.652 -14.468 0.313 -0.693 -0.493 0.285
H -17.661 8.063 -19.631 -0.177 -0.119 0.028 0.353
H -21.222 8.413 -11.026 0.018 0.545 0.203 0.265
H -14.217 10.709 -11.902 0.103 -0.009 0.218 0.370
H -11.000 7.879 -12.009 -0.011 0.069 0.381 0.390
H -19.731 10.412 -10.767 -0.158 -0.151 -0.442 0.305
H -8.176 5.190 -9.422 0.555 -0.346 -0.155 0.301
H -15.775 9.045 -12.608 -0.067 -0.229 -0.234 0.059
H -14.943 6.625 -12.959 -0.221 0.210 -0.301 0.463
H -12.789 6.153 -9.731 0.379 1.182 0.305 -0.569
H -20.451 7.984 -9.504 0.315 -0.089 0.008 0.278
H -17.067 15.892 -13.847 -0.379 -0.045 -0.494 0.274
H -14.273 6.670 -10.180 -1.310 -0.434 0.777 -0.190
H -18.532 9.450 -9.907 -0.571 -0.003 0.429 0.271
H -14.398 8.458 -8.587 -0.065 -0.011 0.201 0.254
H -15.134 6.694 -16.435 0.037 -0.067 -0.150 0.387
H -15.896 6.565 -18.870 0.293 -0.042 0.150 0.363
H -17.695 10.022 -15.821 -0.172 -0.046 -0.055 0.349
H -16.031 8.349 -14.983 -0.143 0.364 0.059 0.261
H -10.864 3.875 -9.302 -0.295 -0.032 -0.677 0.269
H -18.773 9.568 -18.090 0.160 0.454 0.241 0.374
```
Forces are in eV/Å.

Results
**DFT total energy**: -97289.9083 eV
**E_LUMO**: 0.2 eV
**Multiplicity**: 1
**HOMO level**: -8.81 eV
**Relative energy (zero: lowest compared OMol25 entry of this formula, charge and spin)**: 107.5 kJ/mol



> Which of these has the lowest DFT total energy?

C20H28O16S4